DFT (ωB97M-V with the def2-TZVPD basis set) results for a 12-piece molecular cluster, C32H88N4O12 overall in a non-equilibrium geometry.

Structure (XYZ):
```
136
Properties=species:S:1:pos:R:3:forces:R:3
O 2.469 -3.445 -4.660 -0.02 0.01 -0.05
O -1.101 -3.678 -2.233 -0.03 -0.02 -0.08
O -2.280 -1.452 -7.426 0.02 0.07 -0.02
O 3.272 0.498 8.998 -0.02 0.09 -0.05
O 1.989 7.197 4.201 0.04 -0.01 -0.09
O 5.148 2.815 5.782 -0.05 0.18 -0.04
O -6.795 -1.721 1.643 0.02 0.02 0.02
O -3.316 2.755 -10.536 -0.04 0.09 -0.02
O 2.287 4.000 3.133 0.09 0.27 -0.05
O 3.181 0.206 -7.537 0.02 0.02 -0.03
O 0.573 -6.022 3.543 0.26 0.12 -0.08
O 0.947 -0.007 4.961 -0.07 0.10 0.05
N -4.731 -5.058 2.513 0.02 0.17 0.06
N 0.115 -6.707 1.397 -0.09 0.68 -0.05
N -3.478 -3.127 1.846 -0.04 0.07 0.12
N -5.122 -4.167 0.353 0.25 0.28 0.15
C 2.818 1.643 9.715 0.08 -0.07 0.12
C 5.825 4.866 6.920 0.02 -0.03 -0.05
C -4.087 -4.381 1.378 -0.19 -0.09 -0.30
C 0.378 -2.582 1.414 0.18 0.38 0.25
C 1.642 1.985 6.178 0.07 -0.01 -0.09
C -0.002 -5.854 2.494 0.14 -0.14 -0.02
C 5.508 0.752 -7.036 -0.05 -0.07 0.03
C -3.026 -5.331 0.735 0.05 0.19 0.17
C -0.332 -3.348 2.547 0.40 -0.30 -0.40
C -0.087 7.031 2.931 0.00 -0.04 0.05
C -1.556 -2.498 -4.328 -0.02 0.01 0.17
C 1.204 7.790 3.175 0.02 -0.08 0.00
C 4.682 3.991 6.442 0.09 -0.12 0.10
C -0.955 -4.716 2.194 -1.10 0.10 0.43
C 3.966 2.477 10.252 0.04 -0.05 -0.06
C -1.590 -0.203 -7.400 0.02 -0.02 -0.08
C -0.567 -1.752 0.523 0.41 -0.20 -0.09
C 3.668 4.042 2.758 -0.02 -0.28 0.02
C 3.910 3.351 1.430 -0.09 0.05 -0.03
C 0.490 1.146 5.661 0.08 -0.05 0.07
C -0.577 -3.323 -3.518 -0.15 -0.01 -0.02
C -0.748 -6.261 0.304 0.34 0.13 -0.40
C -7.984 0.411 1.733 0.06 -0.03 -0.07
C 3.147 -3.162 -6.996 -0.03 -0.10 0.03
C -1.527 -4.987 0.796 0.25 -0.86 -0.47
C 1.370 -1.609 2.078 -0.37 0.14 -0.11
C -2.273 0.853 -8.247 -0.07 -0.14 0.11
C 4.364 0.828 -8.029 -0.02 0.03 0.08
C -7.959 -1.052 2.127 0.04 0.02 0.02
C -3.885 4.058 -10.617 -0.04 -0.05 -0.05
C 2.640 -2.511 -5.726 0.07 -0.06 0.08
C -5.333 4.085 -10.167 0.02 -0.07 0.04
H -5.948 3.447 -10.806 -0.01 0.03 -0.02
H -8.803 -1.583 1.690 0.00 -0.02 0.00
H 4.617 0.295 -8.945 -0.01 0.00 -0.02
H 1.472 -0.535 5.571 0.03 -0.03 -0.02
H 5.452 5.769 7.405 -0.01 0.00 0.00
H 4.621 2.794 9.439 -0.01 0.03 0.00
H -6.023 -1.286 2.020 0.01 0.01 0.00
H 4.157 1.870 -8.295 0.02 -0.01 -0.04
H -1.776 -4.867 2.909 0.13 0.06 -0.01
H 0.416 -3.564 3.318 -0.18 0.10 0.05
H -3.299 -5.445 -0.321 0.08 -0.19 0.10
H -3.299 1.003 -7.910 0.00 0.03 0.00
H 4.270 3.575 3.544 0.08 0.06 -0.03
H -1.746 1.806 -8.193 0.01 0.01 -0.03
H 2.032 3.075 3.207 -0.05 -0.01 0.04
H 3.311 3.815 0.645 0.02 0.02 -0.01
H 3.315 -1.709 -5.413 -0.02 0.04 -0.04
H -1.086 -2.693 2.987 0.02 -0.07 -0.07
H 3.599 3.365 10.768 -0.01 0.00 0.01
H 6.456 5.156 6.080 -0.01 0.02 0.00
H -1.899 -4.198 -2.376 0.00 -0.02 -0.01
H 4.039 3.706 7.283 -0.06 0.07 -0.02
H 4.131 -3.612 -6.832 0.02 0.03 -0.01
H 3.233 -2.425 -7.793 0.00 0.03 0.01
H -0.297 -4.229 -4.063 0.09 0.03 -0.01
H -3.634 -2.388 1.171 0.17 -0.08 -0.04
H -3.271 4.685 -9.971 0.02 0.01 -0.01
H -5.723 -3.403 0.662 -0.15 -0.14 0.00
H -7.935 0.514 0.649 -0.02 0.00 0.00
H -4.767 -4.468 3.335 0.04 -0.01 0.01
H 5.687 2.325 6.411 -0.01 -0.09 -0.03
H 0.334 -2.761 -3.326 0.04 -0.06 0.05
H 2.190 6.297 3.920 -0.08 -0.14 0.09
H -0.107 1.708 4.942 -0.03 0.00 0.00
H 3.938 5.097 2.698 -0.04 0.02 0.03
H -7.129 0.942 2.160 -0.02 0.01 0.03
H 0.030 -0.999 -0.006 -0.17 0.02 0.09
H 0.127 6.009 2.612 0.01 0.01 -0.02
H -1.822 -1.587 -3.790 0.03 0.01 -0.01
H 0.997 8.807 3.508 0.01 0.02 -0.01
H -2.307 0.553 -9.295 0.05 0.03 -0.02
H -0.686 7.516 2.158 0.01 0.01 -0.01
H 6.450 4.327 7.638 -0.02 0.02 0.03
H -1.571 0.096 -6.352 0.01 -0.01 0.01
H -2.304 -1.755 -8.338 -0.02 -0.02 -0.01
H -3.796 4.444 -11.639 0.02 0.04 0.02
H 1.784 7.854 2.247 -0.02 0.05 -0.01
H -2.478 -3.054 -4.517 0.02 -0.01 -0.06
H 4.067 4.526 5.719 -0.03 -0.04 -0.02
H 2.225 2.217 9.005 -0.02 0.02 0.00
H 3.626 2.298 1.489 0.05 -0.01 0.02
H 2.468 -3.954 -7.312 -0.01 0.01 -0.01
H 3.788 -0.049 9.598 0.00 -0.03 0.00
H -1.274 -4.250 0.041 -0.14 0.42 0.42
H 1.280 2.888 6.674 -0.01 0.00 -0.01
H -8.022 -1.158 3.214 -0.04 -0.01 0.00
H 3.321 -3.850 -4.473 0.02 -0.01 -0.01
H -4.671 -3.846 -0.498 -0.08 -0.09 -0.06
H -3.826 2.174 -11.110 0.00 -0.03 0.00
H 0.809 -0.914 2.715 0.16 -0.11 0.00
H 4.568 1.899 10.958 -0.02 0.02 0.03
H -0.674 6.981 3.849 -0.01 0.02 0.00
H 6.411 1.208 -7.443 0.00 0.01 -0.01
H -5.737 5.097 -10.210 0.00 0.01 -0.01
H 0.964 -3.269 0.786 -0.19 -0.06 0.02
H -1.133 -2.226 -5.294 -0.03 -0.03 -0.04
H 1.654 -2.074 -5.888 0.00 0.03 -0.01
H 2.916 0.663 -6.733 -0.03 0.00 0.01
H 2.295 2.281 5.356 0.01 0.05 0.03
H -3.160 -6.304 1.217 -0.08 0.08 -0.14
H 2.250 1.414 6.882 -0.02 -0.01 0.02
H -8.894 0.894 2.090 0.00 0.00 0.01
H 1.090 -6.819 1.153 -0.06 -0.56 0.11
H 4.962 3.405 1.147 0.01 -0.01 0.02
H 2.093 -2.130 2.710 0.02 0.05 -0.09
H -1.055 -2.341 -0.252 -0.13 0.06 0.16
H 5.252 1.274 -6.111 0.02 0.03 -0.01
H -5.689 -5.264 2.256 0.07 -0.11 -0.03
H 2.157 1.336 10.531 -0.03 0.03 -0.01
H -1.427 -7.061 -0.006 0.00 0.05 0.19
H -3.893 -2.826 2.720 -0.01 0.02 -0.06
H -0.554 -0.343 -7.728 0.02 0.03 0.04
H 1.890 -1.001 1.329 0.08 -0.18 0.08
H -1.314 -1.247 1.143 0.05 0.02 -0.08
H -0.169 0.851 6.486 -0.03 0.03 -0.02
H -5.419 3.717 -9.144 0.00 0.02 0.01
H -0.134 -6.028 -0.574 -0.11 0.08 0.06
H 5.724 -0.287 -6.785 0.02 0.00 -0.02
```
Forces are in eV/Å.

Properties
- HOMO level (eV) = -8.75
- SMILES = CC(C)C[C@@H]1C(=O)NC[C@H]1CC(N)(N)N.CCO.CCO.CCO.CCO.CCO.CCO.CCO.CCO.CCO.CCO.CCO
- net charge = 0
- frontier orbital gap (eV) = 9.3
- energy above the lowest of the compared OMol25 structures with the same formula, charge and spin (kJ/mol) = 181.57
- LUMO energy (eV) = 0.5

Löwdin population analysis, charges in e, atoms 1 to 5:
1. O -0.089
2. O -0.104
3. O -0.092
4. O -0.089
5. O -0.088